{
  "formula": "C32H41N5O9",
  "method": "the ωB97M-V functional and the def2-TZVPD basis",
  "elements": ["O", "O", "O", "O", "O", "O", "O", "O", "O", "N", "N", "N", "N", "N", "C", "C", "C", "C", "C", "C", "C", "C", "C", "C", "C", "C", "C", "C", "C", "C", "C", "C", "C", "C", "C", "C", "C", "C", "C", "C", "C", "C", "C", "C", "C", "C", "H", "H", "H", "H", "H", "H", "H", "H", "H", "H", "H", "H", "H", "H", "H", "H", "H", "H", "H", "H", "H", "H", "H", "H", "H", "H", "H", "H", "H", "H", "H", "H", "H", "H", "H", "H", "H", "H", "H", "H", "H"],
  "coordinates": [[-5.4214, -1.9292, 3.4459], [-4.4015, -1.0170, -1.9165], [-2.3241, -0.9674, -1.1116], [0.1916, 1.7140, -3.4654], [-4.0067, 0.0916, -0.0933], [-0.0630, 0.1569, -5.1202], [-3.5388, -2.3875, 4.6780], [-3.3822, -1.1268, 2.8975], [-0.5618, 2.5203, -5.4775], [-1.1070, -3.3682, -3.7745], [1.4618, 4.6358, 0.0031], [2.8639, 0.6792, 1.8344], [2.7245, -0.1277, -3.5230], [0.5752, 0.0229, -1.1021], [3.1687, -0.0033, -2.4876], [-0.3570, -1.0407, 1.3315], [-5.6491, -0.8680, -1.2933], [0.7653, -0.2619, 1.2385], [2.9537, 2.8137, 3.6197], [0.4503, 4.3231, 0.8617], [-1.2418, -4.4552, -1.3758], [3.8535, 0.7765, 2.8017], [0.6240, 0.5063, -3.0222], [2.0113, 2.8014, 2.5989], [-2.0146, -3.3912, -0.5094], [-0.2416, 1.5383, -4.8077], [0.0655, 2.1773, -0.1912], [5.3301, 2.1290, -1.4880], [-3.4720, -0.5854, -1.0763], [-5.3715, 0.2692, -0.3634], [1.1858, 2.4209, -0.9880], [0.8079, -0.4438, -4.2224], [-1.1106, -3.8511, -2.7024], [3.9017, 1.8085, 3.7407], [5.1406, 0.6832, -1.0869], [-0.5431, -0.7642, -1.0369], [1.7634, 3.7225, -0.8997], [-2.0699, -1.0084, 3.5155], [-1.0693, -1.2825, 0.1556], [1.9801, 1.6692, 1.7494], [-2.2201, -1.8955, 4.7110], [-0.2788, 3.2131, 0.7528], [3.7060, 0.1368, -1.1494], [-4.2368, -1.7497, 3.6912], [-2.4978, -3.8991, 0.8402], [1.1993, 0.2615, 0.0256], [-5.9082, 0.2390, 0.5848], [4.7646, 2.6977, -0.7498], [-0.6419, 1.3661, -0.2805], [0.5399, -1.4765, -3.9992], [4.9794, 2.2189, -2.5161], [-6.3985, -0.6850, -2.0634], [-1.2013, 3.0875, 1.3002], [-3.1286, -4.7804, 0.7244], [3.0852, 3.6765, 4.2558], [-1.8359, -0.0127, 3.8922], [-1.4139, -2.6291, 4.7114], [-0.1251, 0.0460, -2.3780], [5.9811, 0.1470, -1.5276], [-1.7354, -5.4269, -1.3892], [-5.5613, 1.2978, -0.6699], [2.1088, 0.8430, -0.0058], [-1.6612, -4.2195, 1.4612], [-1.2562, -1.2691, 2.8387], [4.6741, 1.8680, 4.4932], [1.2551, 1.6626, 0.9489], [1.2828, 0.0588, 2.1306], [-6.0213, -1.7813, -0.8290], [0.1703, 5.1456, 1.5031], [-1.4500, -2.4591, -0.5289], [6.3856, 2.3856, -1.3976], [4.5858, -0.0106, 2.6983], [1.4498, 1.6445, -1.6907], [-2.0070, -1.8068, 0.2659], [1.5852, 0.5906, -2.5152], [-1.9582, -1.3603, 5.6237], [-3.0372, -3.1254, -0.7773], [-0.1920, -4.5478, -1.0976], [3.7551, -0.8916, -0.7913], [1.3664, 3.6639, 2.5167], [2.6154, 3.9536, -1.5219], [3.0182, 0.7427, -0.5596], [5.2870, 0.7111, -0.0072], [1.7987, -0.5592, -4.6619], [-1.0117, -0.9816, -1.9854], [-2.9979, -3.2074, 1.5181], [-0.6890, -1.4637, 2.2681]],
  "forces_ev_per_a": [[2.6, 0.7, 0.8], [0.3, -0.8, -1.0], [-12.9, 3.5, -5.0], [-1.4, 1.4, -3.9], [1.1, 1.0, 0.9], [-2.7, 3.7, -1.9], [-0.6, 0.2, 0.4], [0.9, 1.6, -0.7], [0.4, -3.8, 1.3], [0.2, -1.2, 2.9], [-0.6, -0.3, 0.6], [4.0, 1.8, 2.0], [8.0, -0.1, 0.2], [-0.4, -5.7, 8.7], [2.7, -0.5, 1.4], [1.3, -0.4, -2.8], [-1.9, 0.3, -0.9], [-0.3, -1.1, 0.9], [0.5, 0.3, -0.2], [1.0, 2.5, -1.8], [-0.8, 1.3, 0.1], [-1.6, 0.3, -1.4], [-0.5, -2.0, -3.0], [0.9, -1.0, 0.8], [-1.0, -3.6, -0.9], [1.0, 1.2, 0.3], [-1.8, 4.4, 0.2], [-0.5, -0.4, 0.0], [0.5, -1.6, -0.4], [-1.6, 0.9, 1.6], [-1.4, 2.5, -0.1], [-1.3, -0.6, -1.0], [-0.8, 0.7, -3.4], [-0.2, -0.7, -0.8], [0.4, 0.6, 1.2], [6.4, 0.8, 1.5], [0.4, -1.5, 0.4], [-1.6, 0.5, 1.6], [4.3, 2.4, 6.3], [1.7, 4.1, 2.6], [1.6, -0.1, 0.9], [-1.5, -2.6, -1.6], [1.7, -0.5, -1.3], [-1.8, -2.2, -0.6], [2.0, -0.9, 1.5], [-1.0, -4.3, 0.7], [0.1, -0.6, 0.1], [-0.1, 0.6, -0.5], [0.0, 0.6, 0.0], [-0.8, 0.0, 0.3], [0.0, 0.7, 0.0], [0.1, 0.5, 0.0], [0.0, 0.0, 0.4], [-0.1, 0.1, -0.1], [-0.4, 0.1, 0.2], [-0.5, 0.5, -0.6], [-0.7, -1.0, -0.3], [-0.1, 1.8, -4.9], [-0.7, -0.9, -0.1], [0.2, 0.0, -0.3], [0.2, -0.1, -0.9], [-2.4, -0.9, 0.5], [0.3, -0.4, 0.2], [-4.7, 1.0, 4.0], [0.1, -0.1, 0.0], [1.1, 1.0, 2.4], [-1.4, -1.6, -0.1], [0.7, -0.2, 0.4], [0.0, -0.1, 0.4], [-0.1, -4.5, -1.4], [-0.1, 0.2, -0.2], [0.2, 0.0, 0.4], [0.4, 1.6, 0.2], [1.2, 2.2, 2.6], [-3.1, 0.9, -1.6], [-0.8, 0.2, 0.3], [0.2, -0.1, -2.1], [-0.1, -0.2, 0.9], [-0.4, 0.1, 0.6], [0.1, -0.6, 0.1], [0.0, 0.1, -0.4], [2.4, -0.5, -1.0], [0.5, -0.5, 0.2], [-2.4, 0.2, -1.2], [1.9, -0.3, -0.4], [-0.4, 0.4, -0.6], [4.2, -1.1, -4.5]],
  "spin_multiplicity": 1,
  "e_above_lowest_kcal_mol": 119.8,
  "largest_force_ev_per_a": 14.27,
  "homo_lumo_gap_ha": 0.2755,
  "e_tot_ev": -59698.4286
}